Version one
An isolated molecule of C5H7F, computed with wB97M-V/def2-TZVPD.

Positions of all 13 atoms, in Å:
F  -0.586  -1.914  -0.343
C  -0.184  -0.728  0.232
C  1.200  -0.234  -0.195
C  1.034  1.249  0.166
C  -0.246  1.600  0.205
C  -1.088  0.402  -0.028
H  -0.175  -0.817  1.320
H  2.108  -0.670  0.285
H  1.208  -0.334  -1.277
H  1.932  1.858  0.407
H  -0.625  2.642  0.335
H  -1.894  0.454  0.703
H  -1.578  0.360  -0.979

The HOMO-LUMO gap is 10.6 eV. As for the SMILES: FC1CC=CC1. Its net charge is 0. For the HOMO energy, the calculation gives -9.455 eV.

***

Version two
An isolated molecule of C5H7F, computed with wB97M-V/def2-TZVPD.

Positions of all 13 atoms, in Å:
C  2.491  -0.267  0.221
C  1.306  -0.298  0.335
C  -0.127  -0.129  0.313
C  -0.387  1.319  -0.269
C  -1.015  -1.229  -0.258
F  -0.515  0.081  1.577
H  3.525  -0.242  0.140
H  -0.125  1.462  -1.280
H  -1.470  1.580  -0.186
H  0.139  2.081  0.312
H  -0.678  -1.609  -1.198
H  -1.105  -1.946  0.535
H  -2.040  -0.805  -0.242

The HOMO-LUMO gap is 11.3 eV. As for the SMILES: C#CC(C)(C)F. Its net charge is 0. For the HOMO energy, the calculation gives -10.224 eV.

***

Most stable: version one (next structure +0.0526 hartree)

***

Version one
A cluster of 4 separate species, CH11N3O3 in total, computed with wB97M-V/def2-TZVPD.

Positions of all 18 atoms, in Å:
N  1.374  0.133  -0.249
C  0.711  1.189  -0.551
N  0.588  2.303  0.252
N  -0.148  1.211  -1.614
H  1.273  -0.293  0.658
H  0.722  3.248  -0.077
H  0.424  2.235  1.250
H  -0.269  0.362  -2.142
H  -0.982  1.752  -1.694
O  -0.912  0.824  2.471
H  -0.865  0.195  1.761
H  -1.847  1.035  2.547
O  0.628  -2.225  -1.584
H  0.883  -3.089  -1.237
H  1.300  -1.580  -1.309
O  -1.594  -2.539  0.851
H  -2.107  -3.132  0.311
H  -0.974  -2.073  0.269

The HOMO-LUMO gap is 9.1 eV. As for the SMILES: N=C(N)N.O.O.O. Its net charge is 0. For the HOMO energy, the calculation gives -8.509 eV.

***

Version two
A cluster of 4 separate species, CH11N3O3 in total, computed with wB97M-V/def2-TZVPD.

Positions of all 18 atoms, in Å:
N  0.316  0.324  0.544
C  0.435  -0.911  0.205
N  -0.515  -1.848  0.456
N  1.533  -1.339  -0.487
H  -0.508  0.515  1.093
H  -0.372  -2.840  0.452
H  -1.367  -1.522  0.872
H  2.107  -0.607  -0.855
H  1.796  -2.294  -0.376
O  -2.809  -0.301  -0.446
H  -2.759  0.664  -0.573
H  -3.588  -0.596  -0.927
O  3.149  1.276  0.464
H  3.482  1.528  1.329
H  2.200  1.110  0.612
O  -1.405  2.260  -0.694
H  -0.988  2.970  -1.192
H  -0.708  1.613  -0.479

The HOMO-LUMO gap is 10.0 eV. As for the SMILES: N=C(N)N.O.O.O. Its net charge is 0. For the HOMO energy, the calculation gives -9.225 eV.

***

Most stable: version two (next structure +0.0515 hartree)

***

Version one
An isolated molecule of C7H8N4O, computed with wB97M-V/def2-TZVPD.

Positions of all 20 atoms, in Å:
H  4.193  -1.321  0.789
N  3.848  -0.545  -0.092
C  2.592  -0.548  0.059
N  1.735  -1.409  0.865
N  1.746  0.682  -0.655
C  0.549  1.243  -0.173
O  0.638  2.477  0.108
C  -0.848  0.413  -0.253
C  -2.046  1.171  0.339
C  -3.234  0.308  0.494
C  -3.146  -0.977  -0.102
C  -1.950  -1.520  -0.378
N  -0.777  -0.906  -0.569
H  2.059  -2.497  0.815
H  0.682  -1.580  0.436
H  2.653  1.432  -0.207
H  -1.876  2.297  0.500
H  -4.114  0.775  1.119
H  -4.055  -1.713  -0.365
H  -2.016  -2.496  -0.709

The HOMO-LUMO gap is 9.2 eV. As for the SMILES: [H]/N=C(\N)NC(=O)c1ccccn1. Its net charge is 0. For the HOMO energy, the calculation gives -9.625 eV.

***

Version two
A cluster of 2 separate species, C7H8N4O in total, computed with wB97M-V/def2-TZVPD.

Positions of all 20 atoms, in Å:
C  -0.005  2.123  0.012
C  2.533  -0.096  1.199
C  2.009  -0.756  -0.754
C  -2.913  -0.285  -0.566
C  -2.139  -0.910  0.486
C  -2.025  0.590  0.330
C  -0.809  1.049  -0.358
N  0.560  3.095  0.225
N  3.663  -0.321  0.612
N  3.396  -0.814  -0.584
N  1.450  -0.272  0.453
O  1.324  -1.148  -1.723
H  2.544  0.341  2.117
H  -2.896  -0.302  -1.650
H  -4.001  -0.332  -0.308
H  -2.511  -1.111  1.501
H  -1.107  -1.362  0.355
H  -2.502  1.348  0.953
H  -0.658  0.489  -1.239
H  4.089  -1.325  -1.061

The HOMO-LUMO gap (alpha / beta) is 4.7 / 3.5 eV. Its net charge is 0. For the HOMO energy (alpha / beta), the calculation gives -7.502 / -7.022 eV.

***

Most stable: version one (next structure +0.0396 hartree)

***

Version one
A structure of composition C4H5NO2S, computed with wB97M-V/def2-TZVPD.

Positions of all 13 atoms, in Å:
C  0.256  0.326  0.416
C  0.336  -1.210  0.455
C  -0.024  0.124  -1.032
C  -1.098  0.939  0.990
H  1.314  1.737  -0.803
H  -0.363  -1.452  1.234
H  1.318  -1.726  0.688
H  0.295  -1.998  -1.718
H  -1.170  2.138  1.299
N  -0.309  -1.248  -1.010
O  0.074  0.827  -2.008
O  -2.250  0.186  1.003
S  1.620  1.356  0.485

The HOMO-LUMO gap is 9.3 eV. Its net charge is 0. For the HOMO energy, the calculation gives -9.724 eV.

***

Version two
A structure of composition C4H5NO2S, computed with wB97M-V/def2-TZVPD.

Positions of all 13 atoms, in Å:
C  -1.624  0.895  0.101
C  0.713  0.957  -0.161
C  1.937  0.308  0.054
C  2.045  -1.058  0.216
H  -3.718  -2.081  -0.553
H  -1.379  2.019  -0.234
H  0.659  2.106  -0.273
H  2.601  1.090  0.042
H  1.104  -1.766  0.941
N  -2.748  0.238  0.080
O  -0.416  0.164  0.017
O  3.210  -1.437  -0.189
S  -2.385  -1.436  -0.041

The HOMO-LUMO gap is 8.7 eV. Its net charge is 0. For the HOMO energy, the calculation gives -9.114 eV.

***

Version three
A structure of composition C4H5NO2S, computed with wB97M-V/def2-TZVPD.

Positions of all 13 atoms, in Å:
C  -1.558  -1.225  0.158
C  -0.624  -0.276  0.541
C  -0.853  -2.275  -0.371
C  0.603  -0.828  0.217
N  1.968  1.803  -0.318
O  3.160  -0.863  -0.490
O  0.512  -2.116  -0.297
S  2.346  -0.279  0.532
H  -2.507  -0.860  -0.056
H  -0.662  0.725  0.912
H  -1.232  -3.230  -0.836
H  2.469  1.351  -1.085
H  2.633  2.436  0.241

The HOMO-LUMO gap (alpha / beta) is 8.3 / 8.3 eV. Its net charge is 0. For the HOMO energy (alpha / beta), the calculation gives -8.824 / -8.818 eV.

***

Version four
An isolated molecule of C4H5NO2S, computed with wB97M-V/def2-TZVPD.

Positions of all 13 atoms, in Å:
O  2.787  -1.600  -0.172
C  2.032  -0.756  0.183
N  0.693  -0.722  -0.099
C  -0.408  0.155  0.317
C  -0.206  1.401  -0.410
O  -0.963  2.366  -0.067
C  -1.853  -0.336  0.061
S  -2.493  -1.844  -0.104
H  2.444  0.124  0.761
H  0.347  -1.375  -0.961
H  -0.403  0.655  1.310
H  0.717  1.508  -1.119
H  -2.694  0.422  0.299

The HOMO-LUMO gap is 8.4 eV. As for the SMILES: O=CN[C@@H](C=O)C=S. Its net charge is 0. For the HOMO energy, the calculation gives -9.532 eV.

***

Most stable: version four (next structure +0.0366 hartree)